a:
Molecular formula: C4H14N2O2
Method: DFT, ωB97M-V/def2-TZVPD

```
22
Properties=species:S:1:pos:R:3:nbo_charge:R:1
N -0.951 1.724 1.507 -0.87
C -0.855 0.967 0.232 -0.05
C -0.712 -0.509 0.600 -0.44
C -2.059 -1.024 1.056 -0.06
O -2.066 -2.453 1.271 -0.73
C 0.395 1.543 -0.438 -0.23
N 0.202 2.911 -0.874 -0.83
H -1.884 1.788 1.887 0.36
H -0.579 2.657 1.446 0.38
H -1.803 1.222 -0.248 0.18
H 0.060 -0.652 1.348 0.22
H -0.474 -1.077 -0.297 0.20
H -2.919 -0.849 0.399 0.17
H -2.388 -0.591 2.008 0.17
H -1.166 -2.787 1.247 0.46
H 0.872 0.963 -1.220 0.18
H 1.006 1.574 0.462 0.19
H -0.607 2.900 -1.504 0.35
H 1.027 3.149 -1.419 0.36
H 4.893 -4.549 -2.768 0.47
H 4.737 -3.239 -2.010 0.47
O 5.271 -3.667 -2.686 -0.93
```

Properties
* 2S+1: 1

=====

b:
Molecular formula: C4H14N2O2
Method: DFT, ωB97M-V/def2-TZVPD

```
22
Properties=species:S:1:pos:R:3:nbo_charge:R:1
N -0.427 -1.290 0.413 -0.86
C 0.446 -0.130 0.212 -0.09
C 0.442 0.405 -1.248 0.11
C -0.942 0.242 -1.966 -0.66
O 0.978 1.671 -1.465 -0.71
C 1.866 -0.551 0.705 -0.22
N 1.871 -0.465 2.168 -0.86
H -1.039 -1.504 -0.376 0.36
H -1.174 -0.955 1.009 0.38
H 0.049 0.741 0.803 0.17
H 1.217 -0.199 -1.815 0.16
H -1.708 0.729 -1.352 0.21
H -0.725 0.814 -2.831 0.22
H -1.280 -0.762 -2.213 0.21
H 0.317 2.342 -1.248 0.46
H 2.680 0.039 0.287 0.19
H 2.166 -1.578 0.402 0.20
H 2.152 0.432 2.519 0.36
H 1.011 -0.870 2.491 0.36
H -3.984 -0.411 0.621 0.48
H -3.351 0.674 1.552 0.48
O -3.159 -0.072 0.979 -0.96
```

Properties
* 2S+1: 1

=====

Order of stability, best first: a, b

=====

a:
Molecular formula: C4H14N2O2
Method: DFT, ωB97M-V/def2-TZVPD

```
22
Properties=species:S:1:pos:R:3:nbo_charge:R:1
C 0.624 0.382 1.532 -0.25
C 2.077 0.548 0.819 0.07
C 2.035 1.193 -0.558 -0.63
O 2.887 1.461 1.614 -0.78
N -0.300 -0.340 0.617 -0.65
C 0.158 -1.657 0.173 -0.07
N -0.834 -2.147 -0.683 -0.84
H 0.750 -0.268 2.505 0.17
H 0.013 1.301 1.773 0.22
H 2.930 -0.230 0.859 0.21
H 1.155 1.757 -0.763 0.22
H 2.085 0.149 -1.178 0.20
H 3.041 1.611 -0.896 0.24
H 2.579 1.878 2.385 0.47
H -1.254 -0.384 0.858 0.37
H 1.230 -1.872 -0.015 0.20
H 0.053 -2.451 0.973 0.14
H -1.571 -1.316 -0.899 0.35
H -0.575 -2.269 -1.646 0.36
H -5.281 1.478 -2.710 0.46
H -6.059 0.212 -2.642 0.47
O -5.745 0.963 -2.114 -0.93
```

Properties
* 2S+1: 1

=====

b:
Molecular formula: C4H14N2O2
Method: DFT, ωB97M-V/def2-TZVPD

```
22
Properties=species:S:1:pos:R:3:nbo_charge:R:1
C 0.069 -1.471 1.840 -0.58
O -0.234 2.429 0.187 -1.16
C 0.319 -1.128 0.383 -0.15
C -0.773 -0.296 -0.309 -0.41
C -0.525 0.042 -1.774 -0.22
N -1.222 1.259 -2.060 -0.85
N 0.479 -2.227 -0.505 -0.12
H -0.946 -1.811 2.053 0.23
H 0.456 -0.670 2.472 0.30
H -0.352 3.260 0.661 0.45
H 1.295 -0.621 0.323 0.31
H -1.673 -0.918 -0.123 0.22
H -0.819 0.642 0.260 0.33
H 0.586 0.177 -1.893 0.14
H -0.809 -0.790 -2.422 0.19
H -0.945 1.611 -2.968 0.35
H -1.014 1.945 -1.319 0.43
H 0.624 -2.412 1.981 0.21
H 2.141 1.147 1.561 0.48
H 0.619 1.441 0.943 0.52
H 1.465 -2.410 -0.724 0.33
O 1.259 0.799 1.434 -1.02
```

Properties
* 2S+1: 1

=====

c:
Molecular formula: C4H14N2O2
Method: DFT, ωB97M-V/def2-TZVPD

```
22
Properties=species:S:1:pos:R:3:nbo_charge:R:1
N -1.354 -0.400 0.183 -0.88
C 0.018 0.084 0.182 -0.06
C 0.308 0.895 -1.109 0.10
C 1.427 1.905 -0.869 -0.64
O 0.688 0.014 -2.166 -0.72
C 1.044 -1.060 0.371 -0.23
N 0.835 -1.697 1.654 -0.85
H -1.368 -1.298 0.650 0.38
H -1.829 -0.431 -0.706 0.38
H 0.158 0.724 1.068 0.17
H -0.657 1.358 -1.334 0.18
H 2.076 2.011 -1.735 0.21
H 1.045 2.869 -0.566 0.23
H 2.069 1.475 -0.095 0.20
H 1.639 -0.104 -2.163 0.46
H 2.038 -0.634 0.171 0.16
H 0.925 -1.815 -0.402 0.20
H 1.181 -1.169 2.447 0.36
H 1.232 -2.628 1.695 0.37
H -3.332 0.500 0.624 0.48
H -3.954 -0.665 1.338 0.46
O -4.189 0.066 0.761 -0.95
```

Properties
* 2S+1: 1

=====

d:
Molecular formula: C4H14N2O2
Method: DFT, ωB97M-V/def2-TZVPD

```
22
Properties=species:S:1:pos:R:3:nbo_charge:R:1
C -0.526 0.717 -1.248 -0.07
C 1.830 -0.017 -1.314 -0.44
N 0.527 -0.187 -0.673 0.02
N -0.334 2.124 -1.092 -0.83
O 0.105 -1.492 -0.850 -0.62
H -0.347 -1.729 0.184 0.49
H 0.462 2.497 -1.588 0.36
H -0.334 2.436 -0.131 0.37
H -1.452 0.414 -0.762 0.22
H -0.607 0.472 -2.311 0.20
H 1.747 -0.178 -2.393 0.22
H 2.218 0.985 -1.125 0.20
H 2.512 -0.755 -0.900 0.23
C 0.815 0.129 1.277 -0.28
C -1.935 -1.234 1.682 -0.24
O -0.611 -1.601 1.439 -0.84
H -2.403 -1.963 2.354 0.17
H -2.549 -1.194 0.770 0.14
H 1.592 -0.594 1.483 0.21
H 1.209 1.094 0.974 0.14
H 0.096 0.317 2.063 0.22
H -2.016 -0.242 2.162 0.12
```

Properties
* 2S+1: 1

=====

Order of stability, best first: c, a, d, b

=====

a:
Molecular formula: C9H17N2
Method: DFT, ωB97M-V/def2-TZVPD

```
28
Properties=species:S:1:pos:R:3:nbo_charge:R:1
C 2.734 0.911 -0.267 -0.29
C 1.486 1.087 0.095 -0.27
C -0.449 -0.743 1.869 -0.43
C -1.190 0.568 1.472 -0.23
C -0.102 -2.268 -0.269 -0.24
C 0.161 -0.598 -1.743 -0.22
C 0.486 -1.130 0.642 -0.24
C 0.395 0.156 -0.200 0.15
C -1.233 2.169 -0.364 -0.42
N -0.991 0.720 0.006 -0.42
N -0.761 -1.590 -1.435 -0.66
H 3.501 1.473 0.030 0.21
H 3.023 0.028 -0.875 0.20
H 1.215 1.910 0.710 0.21
H 0.146 -0.691 2.714 0.24
H -1.119 -1.568 2.132 0.23
H -2.202 0.681 1.857 0.25
H -0.758 1.446 1.877 0.21
H 0.636 -2.963 -0.673 0.21
H -0.871 -2.908 0.175 0.22
H -0.206 0.178 -2.386 0.19
H 1.091 -0.781 -2.228 0.20
H 1.493 -1.171 1.014 0.26
H -1.177 1.950 -1.445 0.23
H -2.293 2.453 -0.065 0.25
H -0.535 2.905 0.145 0.25
H -0.897 -2.166 -2.305 0.42
H -1.585 -0.056 -0.483 0.49
```

Properties
* total charge: +1
* 2S+1: 1

=====

b:
Molecular formula: C9H17N2
Method: DFT, ωB97M-V/def2-TZVPD

```
28
Properties=species:S:1:pos:R:3:nbo_charge:R:1
C -0.713 1.494 -0.083 -0.45
C 0.056 -0.027 -3.428 -0.45
C 0.371 1.169 -1.127 -0.29
C 0.105 0.449 -2.175 0.10
C -0.462 0.874 1.293 0.31
C -1.570 1.135 2.359 -0.68
C -0.061 -2.428 -0.712 -0.68
C 1.748 -1.026 0.087 -0.75
C 0.337 -1.215 0.156 0.52
N 0.854 1.146 1.736 -0.87
N -0.556 -0.619 0.850 -0.51
H -0.561 2.554 0.041 0.24
H -1.767 1.358 -0.584 0.25
H 0.177 -1.102 -3.560 0.21
H -0.554 0.226 -4.276 0.26
H 1.245 1.576 -0.857 0.23
H -2.622 0.908 2.300 0.24
H -1.450 2.135 2.713 0.25
H -1.334 0.554 3.291 0.23
H 0.778 -3.036 -1.077 0.25
H -0.868 -3.034 -0.290 0.25
H -0.402 -1.896 -1.595 0.26
H 2.204 -0.118 0.565 0.28
H 2.137 -1.116 -0.980 0.28
H 2.227 -1.933 0.427 0.28
H 1.206 0.662 2.548 0.41
H 1.091 2.069 1.552 0.39
H -1.616 -0.759 0.824 0.44
```

Properties
* total charge: +1
* 2S+1: 1

=====

Order of stability, best first: a, b

=====

a:
Molecular formula: C2H2FN
Method: DFT, ωB97M-V/def2-TZVPD

```
6
Properties=species:S:1:pos:R:3:nbo_charge:R:1
C 0.763 -0.288 -0.446 0.04
C -0.399 0.215 0.395 0.21
N 0.246 -1.174 0.302 -0.30
F -1.563 0.393 -0.252 -0.34
H 1.165 -0.007 -1.338 0.21
H -0.212 0.860 1.339 0.18
```

Properties
* 2S+1: 1

=====

b:
Molecular formula: C2H2FN
Method: DFT, ωB97M-V/def2-TZVPD

```
6
Properties=species:S:1:pos:R:3:nbo_charge:R:1
C -0.133 0.345 -0.150 -0.05
C 0.475 -0.850 0.292 0.21
H -1.248 0.382 -0.360 0.21
H 0.119 1.147 0.548 0.20
N 0.375 -1.764 0.958 -0.23
F 0.412 0.741 -1.288 -0.34
```

Properties
* 2S+1: 1

=====

Order of stability, best first: b, a

=====

a:
Molecular formula: C3H8NO
Method: DFT, ωB97M-V/def2-TZVPD

```
13
Properties=species:S:1:pos:R:3:nbo_charge:R:1
C 0.479 -0.002 -1.354 -0.02
O -0.204 0.755 -2.222 -0.97
C -0.350 -0.121 -0.005 -0.09
C 0.262 -0.902 1.149 -0.63
N -0.723 1.225 0.454 -0.87
H 1.456 0.478 -1.095 0.07
H 0.644 -1.081 -1.669 0.06
H -1.342 -0.570 -0.177 0.16
H 1.165 -0.539 1.660 0.19
H -0.350 -0.728 2.080 0.19
H 0.252 -1.967 0.919 0.19
H 0.083 1.841 0.474 0.33
H -1.371 1.611 -0.214 0.37
```

Properties
* total charge: -1
* 2S+1: 1

=====

b:
Molecular formula: C3H8NO
Method: DFT, ωB97M-V/def2-TZVPD

```
13
Properties=species:S:1:pos:R:3:nbo_charge:R:1
C -1.072 -0.027 -1.882 -0.17
O -1.730 -0.035 -0.742 -0.96
H -0.217 0.760 -2.041 0.03
H -1.642 0.288 -2.813 0.06
H -0.592 -0.988 -2.237 0.06
C 1.031 0.894 0.817 -0.49
C 0.237 -1.052 1.828 -0.08
N 1.188 -0.243 1.703 -0.43
H 1.464 0.677 -0.173 0.21
H -0.044 0.999 0.595 0.25
H 1.709 1.660 1.219 0.18
H 0.433 -2.007 2.335 0.13
H -0.765 -0.926 1.392 0.20
```

Properties
* total charge: -1
* 2S+1: 1

=====

c:
Molecular formula: C3H8NO
Method: DFT, ωB97M-V/def2-TZVPD

```
13
Properties=species:S:1:pos:R:3:nbo_charge:R:1
C 1.310 0.371 -1.467 -0.18
O 2.200 0.834 -0.593 -0.98
H 0.503 1.151 -1.793 0.04
H 1.657 0.115 -2.514 0.06
H 0.837 -0.458 -1.046 0.09
C -1.039 -1.318 0.945 -0.46
C -0.685 1.056 0.936 -0.08
N -1.567 0.117 0.682 -0.44
H -0.829 -1.792 -0.064 0.21
H -1.850 -1.822 1.493 0.18
H -0.045 -1.270 1.614 0.19
H -0.896 2.107 0.961 0.15
H 0.404 0.909 0.846 0.22
```

Properties
* total charge: -1
* 2S+1: 1

=====

d:
Molecular formula: C3H8NO
Method: DFT, ωB97M-V/def2-TZVPD

```
13
Properties=species:S:1:pos:R:3:nbo_charge:R:1
C 0.409 -0.562 0.392 -0.23
N 0.577 0.819 -0.082 -0.70
C 0.046 0.955 -1.495 0.15
O 0.855 0.485 -2.418 -0.94
C -0.747 -0.708 1.393 -0.62
H 1.332 -0.884 0.880 0.16
H 0.191 -1.216 -0.462 0.18
H 1.581 0.936 -0.198 0.34
H -0.966 0.442 -1.408 0.03
H -0.216 2.039 -1.596 0.06
H -0.549 -1.568 2.054 0.17
H -0.828 0.152 2.063 0.20
H -1.687 -0.891 0.877 0.19
```

Properties
* total charge: -1
* 2S+1: 1

=====

Order of stability, best first: d, a, b, c